Entry 1:
# C10H20N3O5

2 unconnected molecules or ions with the total composition C10H20N3O5 in a non-equilibrium geometry (wB97M-V/def2-TZVPD, the OMol25 dataset).

Last column: Löwdin charge in e.
Positions of all 38 atoms, in Å:
O  -0.748  -4.607  -1.975  0.029
O  -1.640  4.320  5.276  -0.095
O  3.042  -1.958  -2.046  0.043
O  -0.301  5.560  4.003  -0.088
O  1.268  -0.753  0.112  -0.045
C  0.059  -4.428  -1.071  -0.551
C  -1.164  4.657  4.161  -0.740
C  1.942  -1.813  -2.572  -0.454
N  1.870  -1.317  -3.811  0.032
N  -0.417  1.806  3.106  -0.017
N  0.794  -3.325  -0.951  0.118
C  0.262  -5.488  -0.014  0.000
C  0.661  -1.059  -4.594  -0.063
C  -2.203  4.858  1.863  -0.093
C  -0.525  3.052  2.345  -0.282
C  -1.661  3.892  2.926  -0.327
C  0.287  -0.936  -0.892  -0.184
C  0.656  -2.125  -1.786  -0.195
H  2.131  -0.634  -0.304  0.081
H  2.762  -1.115  -4.238  0.144
H  0.468  1.344  2.912  0.048
H  -0.509  2.012  4.104  0.066
H  1.430  -3.256  -0.172  0.148
H  -0.440  -6.302  -0.186  0.082
H  0.082  -5.053  0.967  0.083
H  1.283  -5.860  -0.071  0.082
H  0.924  -0.575  -5.536  0.086
H  0.151  -2.000  -4.813  0.088
H  -0.016  -0.402  -4.043  0.082
H  -1.406  5.505  1.482  0.072
H  -2.629  4.299  1.024  0.058
H  -2.988  5.488  2.293  0.074
H  -0.726  2.807  1.297  0.093
H  0.420  3.604  2.383  0.108
H  -2.486  3.235  3.220  0.126
H  -0.676  -1.127  -0.416  0.137
H  0.205  -0.030  -1.495  0.122
H  -0.162  -2.276  -2.489  0.132

Values from the calculation:
Molar mass, g mol⁻¹: 262.29
DFT total energy, eV: -25404.541
Charge: -1
Gap between HOMO and LUMO, Eh: 0.214


Entry 2:
# C10H20N6OReS2

A molecular structure, C10H20N6OReS2 in a non-equilibrium geometry (wB97M-V/def2-TZVPD, the OMol25 dataset).

Last column: Löwdin charge in e.
Positions of all 40 atoms, in Å:
Re  -0.549  0.527  -0.310  1.260
N  1.178  1.734  0.477  -0.070
N  1.806  1.103  1.588  -0.010
C  1.802  -0.233  1.722  -0.682
N  2.528  -0.851  2.610  0.229
S  0.776  -1.174  0.661  0.787
H  1.857  1.791  -0.309  0.161
H  1.017  2.716  0.746  0.156
H  2.445  1.671  2.146  0.204
H  3.130  -0.373  3.278  0.177
H  2.508  -1.866  2.695  0.164
C  -5.057  5.050  0.010  0.048
C  -4.054  4.056  -0.333  -0.161
C  -3.557  3.819  -1.617  0.114
C  -2.547  2.876  -1.842  -0.231
N  -2.052  2.189  -0.784  -0.059
C  -2.574  2.380  0.430  -0.671
S  -1.816  1.329  1.590  0.822
N  -3.535  3.278  0.670  0.192
C  -1.997  2.605  -3.176  0.025
H  -6.054  4.750  -0.338  0.146
H  -4.888  6.004  -0.500  0.138
H  -5.131  5.228  1.083  0.117
H  -3.944  4.384  -2.454  0.167
H  -3.905  3.401  1.617  0.204
H  -2.794  2.329  -3.871  0.131
H  -1.243  1.816  -3.146  0.073
H  -1.564  3.511  -3.610  0.133
C  -0.871  -2.139  -3.872  0.026
N  -1.763  -2.571  -2.833  -0.122
C  -2.411  -3.829  -3.029  0.021
C  -1.964  -1.860  -1.744  -0.169
O  -1.403  -0.752  -1.494  -0.266
H  -1.434  -1.895  -4.782  0.137
H  -0.196  -2.954  -4.156  0.136
H  -0.295  -1.263  -3.568  0.093
H  -2.760  -3.925  -4.063  0.135
H  -3.246  -3.985  -2.345  0.121
H  -1.693  -4.653  -2.899  0.138
H  -2.677  -2.261  -1.014  0.186

Values from the calculation:
Molar mass, g mol⁻¹: 490.65
DFT total energy, eV: -45441.364
Multiplicity: 4
Charge: +4
Gap between HOMO and LUMO (spin up / spin down), Eh: 0.268 / 0.262
<S²>: 3.785


Entry 3:
# C10H21BrIO8PSSi2

A molecular structure, C10H21BrIO8PSSi2 in a non-equilibrium geometry (wB97M-V/def2-TZVPD, the OMol25 dataset).

Last column: Löwdin charge in e.
Positions of all 45 atoms, in Å:
C  0.406  -1.522  1.549  -0.165
C  -0.417  -0.171  1.223  -0.301
Si  0.215  0.824  -0.285  0.472
C  -0.416  -0.141  -1.851  -0.205
C  0.658  -1.300  -2.272  -0.245
C  -0.061  -2.736  -2.383  -0.218
S  1.072  -4.150  -1.977  0.741
O  0.282  -5.425  -2.223  -0.359
O  1.576  -4.139  -0.555  -0.353
O  2.386  -4.235  -3.051  -0.200
C  -0.656  2.543  -0.336  -0.144
C  -1.807  2.663  -1.430  -0.378
O  -1.585  2.886  -2.653  0.079
O  -3.199  2.569  -1.053  0.018
C  -3.743  1.278  -1.342  -0.379
C  -4.528  0.569  -0.113  0.003
O  -3.677  0.718  -2.467  0.068
O  1.943  0.901  -0.451  -0.430
Si  2.762  1.389  0.991  -0.439
Br  3.797  -0.472  1.844  0.320
I  4.584  2.938  0.275  0.462
P  1.525  2.492  2.446  0.707
C  1.561  1.490  4.059  -0.333
O  2.394  3.940  2.818  -0.422
H  1.142  -1.810  0.726  0.039
H  -0.335  -2.357  1.816  0.088
H  1.009  -1.322  2.516  0.044
H  -1.494  -0.510  0.953  0.081
H  -0.550  0.464  2.183  0.058
H  -1.430  -0.584  -1.557  0.076
H  -0.525  0.528  -2.767  0.091
H  1.507  -1.411  -1.508  0.083
H  1.155  -0.972  -3.259  0.128
H  -0.469  -2.825  -3.450  0.128
H  -0.944  -2.738  -1.646  0.124
H  3.214  -4.237  -2.502  0.099
H  -1.149  2.677  0.703  0.086
H  0.104  3.401  -0.494  0.116
H  -4.574  -0.572  -0.238  0.097
H  -3.892  0.816  0.819  0.083
H  -5.578  1.014  0.014  0.096
H  1.508  2.206  4.968  0.062
H  0.740  0.703  4.143  0.042
H  2.562  0.921  4.195  0.026
H  2.929  3.701  3.620  0.056

Values from the calculation:
Molar mass, g mol⁻¹: 595.29
DFT total energy, eV: -141114.999
Gap between HOMO and LUMO, Eh: 0.327


What is the formula in the second record?
C10H20N6OReS2